*P*
{"formula": "C6H8N2S", "method": "the ωB97M-V functional and the def2-TZVPD basis", "elements": ["S", "N", "N", "C", "C", "C", "C", "C", "C", "H", "H", "H", "H", "H", "H", "H", "H"], "xyz": [[-2.2141, -1.2749, -0.5545], [0.7992, -1.1386, -1.8157], [1.6412, 0.0783, 1.7601], [-1.0872, 0.0172, -0.6703], [0.1783, -0.1119, -1.3774], [-1.9116, 0.3454, 1.3969], [-2.6778, -0.7165, 1.0040], [1.6760, -0.9422, 0.9954], [-1.1384, 0.8833, 0.3709], [-0.4513, 1.5922, 0.3913], [-1.9419, 0.6009, 2.3800], [0.6999, 0.8833, -1.0940], [2.6752, -1.3287, 0.6947], [-3.3392, -1.3715, 1.6540], [0.3045, -1.8881, -2.1345], [0.6877, -1.2812, 0.7032], [2.5741, 0.4062, 2.1430]], "homo_lumo_gap_ev": 9.052, "homo_energy_ev": -8.855, "smiles": "[H]/N=C\\c1cccs1.C=N", "lumo_ev": 0.20}

=====

*Q*
{"formula": "C6H8N2S", "method": "the ωB97M-V functional and the def2-TZVPD basis", "elements": ["S", "N", "N", "C", "C", "C", "C", "C", "C", "H", "H", "H", "H", "H", "H", "H", "H"], "xyz": [[-2.4415, -1.4349, -0.2691], [-3.6069, -0.3456, 0.1579], [-3.2582, 0.7908, 0.3943], [-1.9034, 1.0714, 0.1086], [-1.4090, 2.3138, 0.0747], [-1.1961, -0.1934, -0.2632], [-0.0040, -0.2243, -1.1979], [0.9211, -1.6089, 0.7413], [0.1775, -0.2978, 0.2748], [0.0134, -1.0683, -1.8341], [0.2853, 0.6829, -1.8935], [-0.3789, 2.6092, -0.2442], [0.6220, 0.5058, 0.7467], [0.4452, -2.5468, 0.4483], [0.7876, -1.7592, 1.7827], [-2.0873, 3.2074, 0.4098], [1.9381, -1.6452, 0.5645]], "homo_lumo_gap_ev": 8.751, "homo_energy_ev": -8.571, "smiles": "C=C1N=NS[C@@]12C[C@@H]2C", "lumo_ev": 0.18}

=====

Quick one: most stable of them? *P*

=====

*P*
{"formula": "C7H15NO3", "method": "the ωB97M-V functional and the def2-TZVPD basis", "elements": ["O", "O", "O", "N", "C", "C", "C", "C", "C", "C", "C", "H", "H", "H", "H", "H", "H", "H", "H", "H", "H", "H", "H", "H", "H", "H"], "xyz": [[1.1790, -0.1273, -0.4396], [-2.1042, -3.6173, 0.7969], [-0.3845, -5.0843, 0.5098], [-0.8547, -3.8945, 0.5074], [1.6814, 0.5957, -2.5763], [0.3113, 0.5188, 1.8386], [1.2136, 1.2364, -1.2433], [-0.0922, 0.3286, -0.6384], [-0.7219, 0.5644, 0.6711], [-1.1511, -0.2016, -1.6579], [-0.3021, 0.8924, 3.1408], [1.9852, 1.7471, -0.6075], [1.1438, 1.1928, 1.5793], [-0.7300, 1.8949, 3.1058], [-1.4323, -0.2554, 0.8389], [2.5540, 0.9944, -3.1032], [-1.7495, 0.6682, -1.9665], [-0.8306, -0.7440, -2.5553], [0.5464, 2.0958, -1.4232], [-1.2672, 1.5056, 0.6047], [0.6805, -0.5255, 1.8391], [-1.8472, -0.8482, -1.1003], [1.9543, -0.4016, -2.2639], [-1.0800, 0.1954, 3.4578], [0.8246, 0.3813, -3.2140], [0.4736, 0.8879, 3.8990]], "homo_lumo_gap_ev": [8.132, 3.180], "homo_energy_ev": [-9.385, -6.448], "lumo_ev": [-1.25, -3.27]}

=====

*Q*
{"formula": "C7H15NO3", "method": "the ωB97M-V functional and the def2-TZVPD basis", "elements": ["O", "O", "O", "N", "C", "C", "C", "C", "C", "C", "C", "H", "H", "H", "H", "H", "H", "H", "H", "H", "H", "H", "H", "H", "H", "H"], "xyz": [[2.3047, -0.9643, -1.4618], [0.3580, -2.5048, -0.2549], [2.0622, -0.9487, 1.2777], [0.6049, 2.2563, 0.8372], [-0.3947, 1.0809, -0.7632], [-1.9567, -1.1810, 1.7474], [-1.9613, -0.3233, 0.7328], [-0.9267, 0.6799, 0.4991], [-0.2981, 1.4483, 1.4617], [0.5490, 2.0486, -0.5193], [-0.8074, 0.5692, -2.1016], [-0.0987, -0.1547, -2.5115], [1.1635, 2.6168, -1.1980], [-2.7589, -0.3318, -0.0047], [2.5809, -0.9126, -0.5221], [-1.7768, 0.0666, -2.0947], [-0.9264, 1.3590, -2.8461], [1.4496, -1.6836, 1.0538], [1.1646, 2.9508, 1.2796], [0.9671, -2.1333, -0.9241], [-0.4480, -2.0008, -0.3062], [-2.7489, -1.9045, 1.8892], [-0.4475, 1.4803, 2.5243], [2.0439, -0.0825, -1.6693], [1.4645, -0.2161, 1.3912], [-1.1628, -1.2145, 2.4836]], "homo_lumo_gap_ev": 9.344, "homo_energy_ev": -8.688, "smiles": "C=Cc1c[nH]cc1C.O.O.O", "lumo_ev": 0.66}

=====

Quick one: most stable of them? *Q*

=====

*P*
{"formula": "C2H2IrO2", "method": "the ωB97M-V functional and the def2-TZVPD basis", "elements": ["Ir", "O", "O", "C", "C", "H", "H"], "xyz": [[-2.7417, 0.1080, -1.0482], [-1.4886, 1.2093, -0.2938], [1.2894, -1.1851, -0.5537], [-0.8825, -0.0335, -0.4176], [0.2569, -0.5540, -0.7122], [2.0444, -0.0310, 1.3815], [1.5221, 0.4862, 1.6440]], "charge": 1, "s_squared": 6.0356, "homo_lumo_gap_ev": [6.468, 7.980], "homo_energy_ev": [-13.782, -16.160], "spin_multiplicity": 5, "lumo_ev": [-7.31, -8.18]}

=====

*Q*
{"formula": "C2H2IrO2", "method": "the ωB97M-V functional and the def2-TZVPD basis", "elements": ["Ir", "O", "O", "C", "C", "H", "H"], "xyz": [[-0.8357, 0.2856, 0.9929], [0.1527, 1.9037, 0.6449], [0.3193, 1.2899, 2.0129], [-0.5132, -1.1480, -0.8252], [0.2952, -0.2548, -1.0934], [1.3181, 0.1051, -1.1492], [-0.7364, -2.1816, -0.5829]], "charge": 1, "s_squared": 6.0200, "homo_lumo_gap_ev": [8.093, 7.742], "homo_energy_ev": [-14.541, -15.689], "spin_multiplicity": 5, "lumo_ev": [-6.45, -7.95]}

=====

Quick one: most stable of them? *P*

=====

*P*
{"formula": "CH12NO4", "method": "the ωB97M-V functional and the def2-TZVPD basis", "elements": ["O", "O", "O", "O", "N", "C", "H", "H", "H", "H", "H", "H", "H", "H", "H", "H", "H", "H"], "xyz": [[-2.1988, -2.9456, 0.3886], [-0.7924, 3.9079, 1.1783], [-0.8081, 1.4912, -0.2687], [0.6452, -2.6101, -0.0953], [1.5158, 0.0524, -0.3771], [2.5081, 0.3294, -1.1307], [-0.2361, -2.8303, 0.2111], [0.8387, 0.8224, -0.2483], [-2.5646, -3.7386, -0.0267], [-1.3817, 4.5891, 0.8854], [-2.4167, -3.0973, 1.3138], [1.0312, -3.3875, -0.4937], [1.2280, -0.9330, -0.2467], [-1.6187, 0.9606, -0.3484], [3.2971, -0.4094, -1.2190], [-0.4441, 4.2195, 1.9960], [2.4966, 1.2581, -1.6909], [-1.0996, 2.3213, 0.1722]], "charge": 1, "homo_lumo_gap_ev": 10.758, "homo_energy_ev": -15.090, "lumo_ev": -4.33}

=====

*Q*
{"formula": "CH12NO4", "method": "the ωB97M-V functional and the def2-TZVPD basis", "elements": ["O", "O", "O", "O", "N", "C", "H", "H", "H", "H", "H", "H", "H", "H", "H", "H", "H", "H"], "xyz": [[2.2747, 1.5000, -1.0079], [-3.9498, 0.1193, 2.2427], [-0.7455, -1.4536, 0.8454], [-1.2103, 2.8163, -2.7960], [1.7420, -2.1086, 0.6215], [2.5452, -1.7229, -0.2918], [3.4931, -2.2834, -0.3109], [2.1965, -1.2028, -1.1717], [-1.0189, -1.3647, 1.7639], [-0.6588, 3.4410, -3.2716], [2.0349, -2.7372, 1.3618], [-1.4223, -1.0652, 0.2926], [0.8384, -1.5634, 0.8202], [-4.8259, -0.2141, 2.0429], [1.6566, 1.9608, -0.4529], [-1.8016, 3.3457, -2.2500], [-3.9883, 0.5045, 3.1225], [2.8399, 2.0284, -1.5606]], "charge": 1, "homo_lumo_gap_ev": 9.203, "homo_energy_ev": -13.855, "lumo_ev": -4.65}

=====

Quick one: most stable of them? *P*

=====

*P*
{"formula": "C3H9O2", "method": "the ωB97M-V functional and the def2-TZVPD basis", "elements": ["O", "O", "C", "C", "C", "H", "H", "H", "H", "H", "H", "H", "H", "H"], "xyz": [[0.6566, -2.0744, -0.4378], [-3.5708, 1.8846, -0.2609], [1.1449, 0.3296, -0.1301], [2.2075, 0.0785, 0.9957], [0.1289, -0.8303, -0.3444], [2.9652, -0.6567, 0.6525], [2.6822, 0.9375, 1.6045], [-0.6548, -0.3730, -0.9994], [-2.7394, 2.4234, -0.3483], [1.6345, 0.6412, -1.1388], [0.5639, 1.2590, 0.1789], [-3.1781, 1.0310, 0.0813], [1.6532, -0.5342, 1.7410], [-0.5012, -0.6761, 0.6904]], "charge": -1, "homo_lumo_gap_ev": 6.230, "homo_energy_ev": -2.415, "lumo_ev": 3.82}

=====

*Q*
{"formula": "C3H9O2", "method": "the ωB97M-V functional and the def2-TZVPD basis", "elements": ["O", "O", "C", "C", "C", "H", "H", "H", "H", "H", "H", "H", "H", "H"], "xyz": [[-1.2092, -0.9761, 1.1518], [-0.2990, 0.3956, -0.5781], [1.9231, 0.7314, -1.7135], [1.0462, 0.1409, -0.5754], [-2.4439, -0.6349, 1.7189], [1.1936, -0.9880, -0.5358], [1.6609, 0.5158, 0.3455], [2.9341, 1.0371, -1.2588], [-2.5722, 0.4532, 1.7525], [-3.2558, -1.0679, 1.1916], [-2.4456, -1.0080, 2.7008], [-0.6342, -0.3606, 0.3128], [2.4732, 0.0712, -2.3609], [1.6288, 1.6902, -2.1516]], "charge": -1, "homo_lumo_gap_ev": 7.829, "homo_energy_ev": -3.448, "lumo_ev": 4.38}

=====

Quick one: most stable of them? *P*

=====

*P*
{"formula": "C3H9O2", "method": "the ωB97M-V functional and the def2-TZVPD basis", "elements": ["O", "O", "C", "C", "C", "H", "H", "H", "H", "H", "H", "H", "H", "H"], "xyz": [[0.7458, 2.1468, -3.0868], [-0.8027, -1.2225, 2.5082], [-0.0755, 0.6857, -0.3209], [-0.2284, -0.9120, 0.1318], [0.1686, -1.2404, 1.5996], [0.8513, 1.0707, 0.1731], [-0.9045, 1.3685, -0.1913], [1.0622, -0.5924, 1.8729], [-0.1154, 1.7315, -3.0073], [0.9510, 2.5795, -2.2552], [-1.2675, -1.0752, -0.0935], [0.5187, -2.3482, 1.3896], [0.3633, -1.5290, -0.5624], [0.1199, 0.5365, -1.3700]], "charge": -1, "homo_lumo_gap_ev": 5.741, "homo_energy_ev": -2.072, "lumo_ev": 3.67}

=====

*Q*
{"formula": "C3H9O2", "method": "the ωB97M-V functional and the def2-TZVPD basis", "elements": ["O", "O", "C", "C", "C", "H", "H", "H", "H", "H", "H", "H", "H", "H"], "xyz": [[0.9406, -1.6202, -1.3292], [-0.3054, 2.9567, 0.1657], [0.1052, 0.7343, 1.1129], [0.0110, -2.5060, -0.9663], [-0.1739, 1.5517, -0.1143], [-0.5419, 1.0862, 1.9078], [0.3475, 3.2215, 0.8166], [0.5014, 1.3855, -0.9405], [0.0799, -3.5308, -1.3837], [-1.1582, 1.2354, -0.4577], [-1.0411, -2.2644, -1.2679], [1.1436, 0.8152, 1.4518], [0.0753, -0.3283, 0.8690], [0.0160, -2.7369, 0.1359]], "charge": -1, "homo_lumo_gap_ev": 5.696, "homo_energy_ev": -2.036, "lumo_ev": 3.66}

=====

Quick one: most stable of them? *Q*